{"formula": "C9H17BrNO", "method": "ωB97M-V/def2-TZVPD", "elements": ["H", "H", "C", "H", "H", "C", "N", "C", "H", "H", "H", "H", "H", "C", "H", "H", "H", "C", "H", "H", "C", "H", "C", "H", "Br", "H", "C", "C", "O"], "coordinates": [[2.316487, 1.853434, 1.955288], [0.665670, 1.953300, 2.377441], [0.712357, -0.685209, -1.210066], [1.646318, -2.501422, -0.847521], [-3.549756, -1.130458, -0.745154], [1.277710, 1.513326, 1.689208], [-0.295802, 0.059912, -0.392577], [-0.229531, 1.525828, -0.430448], [-1.189259, 1.727974, 0.206562], [-3.234113, 0.153709, 0.589507], [-0.034902, -1.633496, 0.969822], [0.488427, -0.286998, -2.241937], [0.917228, -2.492740, -2.336225], [0.694576, -2.197433, -1.261087], [1.878977, 1.682252, -0.467864], [-0.975193, -0.190751, 1.665043], [1.496355, -0.482989, 2.670305], [1.020717, 2.041091, 0.227950], [-0.416546, 1.926997, -1.368682], [-2.313203, -1.430965, 0.680402], [1.227292, -0.042298, 1.634441], [2.104325, -0.402436, 1.023319], [-1.619765, -0.239509, -0.873480], [1.777155, -0.321765, -1.028144], [-2.036401, 0.227846, -2.639100], [1.031763, 3.167157, 0.130413], [-2.761487, -0.679215, -0.056573], [-0.068901, -0.486421, 1.020808], [-0.530500, -2.628721, -0.941654]], "forces_ev_per_angstrom": [[-0.9, -0.4, -0.2], [-2.0, 0.9, 1.8], [2.6, 2.8, -3.7], [-0.1, -0.9, 1.8], [1.1, 0.6, 1.2], [3.1, -0.9, -3.1], [0.4, -2.9, 0.7], [-1.6, 1.0, 4.0], [1.7, 0.5, -0.9], [0.7, -1.0, -1.1], [-0.6, 1.7, -0.4], [0.4, -0.5, 0.9], [-0.2, 0.7, 0.5], [-0.1, 0.1, -2.5], [-1.1, 0.7, 1.3], [1.5, -0.2, -1.0], [-1.2, 0.5, -1.6], [1.8, 0.4, -0.6], [0.0, 0.3, -1.9], [-1.1, 0.7, -1.1], [2.0, 1.0, 0.9], [-0.9, 0.4, 0.4], [-0.5, -2.6, -1.3], [-1.6, -0.1, 0.2], [0.3, -0.2, 0.7], [-0.1, -1.2, 0.3], [-0.3, -0.5, 1.5], [-1.5, -1.9, 2.2], [-1.6, 0.8, 1.1]], "orbital_gap_ev": [6.218, 6.230], "lumo_energy_ev": [-6.07, -6.09], "spin_multiplicity": 1, "e_homo_ev": [-12.2925, -12.3217], "total_charge": 1}



{"formula": "C9H17Cl11", "method": "ωB97M-V/def2-TZVPD", "elements": ["H", "H", "H", "H", "C", "H", "H", "H", "H", "H", "Cl", "C", "Cl", "H", "H", "Cl", "C", "Cl", "H", "H", "C", "C", "C", "C", "H", "Cl", "C", "Cl", "Cl", "H", "C", "Cl", "Cl", "Cl", "Cl", "H", "H"], "coordinates": [[1.441315, 0.669587, -0.479593], [-2.597785, 3.647357, -0.942663], [2.395665, -0.580973, -1.234683], [1.196145, 2.056957, 3.255367], [-1.586935, 0.082747, 0.235687], [-0.109695, 1.164657, 1.286037], [-2.595545, 2.787637, -3.381983], [-1.603885, 2.391867, -0.428203], [-0.774015, -3.865403, 2.130197], [-1.144295, -0.692053, 0.861667], [-0.539395, -2.245353, 0.519517], [-0.233275, -3.910763, 1.184867], [0.889075, -0.993593, 1.091657], [-0.400355, -4.777583, -0.868513], [2.070705, 1.649667, 1.709137], [-2.870975, -0.620433, -0.908543], [-1.880235, 2.927507, -1.336403], [-0.268945, 0.833447, -0.728023], [-1.908305, 1.321727, -2.685663], [0.840115, -4.054873, 1.307897], [3.299095, 1.443277, -0.962493], [0.425105, 0.500947, 1.965427], [-2.533115, 2.189207, -2.473093], [-0.759985, -4.948353, 0.146177], [-1.844535, -4.965943, 0.038717], [-4.268315, 1.712327, -2.057833], [1.549555, 1.270707, 2.588277], [-0.335865, -6.646263, 0.675787], [-2.285735, 1.257567, 1.257037], [4.094095, 1.326457, -1.698993], [2.182765, 0.487787, -1.257603], [-0.475475, 3.730217, -1.987763], [3.931865, 1.153477, 0.703777], [1.261935, 0.805367, -2.726833], [2.652215, 0.235147, 3.477077], [-0.217705, 0.167287, 2.780037], [3.004715, 2.488647, -1.055453]], "forces_ev_per_angstrom": [[2.1, -0.5, -0.2], [0.1, 0.6, -0.3], [0.5, 0.3, -0.1], [0.0, 0.0, -0.1], [-1.2, 0.7, -2.1], [0.9, -0.4, 1.0], [-0.1, 0.1, 0.3], [-0.3, 0.5, -1.2], [0.2, -0.6, -0.1], [-1.4, 1.5, -0.3], [-7.3, -13.0, -4.1], [-1.2, -0.8, -1.6], [9.0, 8.6, 4.8], [0.5, 0.0, 0.3], [0.2, 0.5, 0.9], [1.6, -0.1, 1.5], [-1.9, 1.4, 0.7], [-4.9, -1.6, 0.1], [-0.6, -0.3, -0.2], [-0.1, 0.3, 0.2], [1.0, 0.1, -1.1], [1.3, 0.5, 2.3], [-0.4, -0.6, 0.1], [-0.4, -0.1, 0.8], [0.1, 0.3, 0.4], [0.8, 0.8, -0.6], [-0.2, 0.4, -0.9], [0.1, 0.6, -0.2], [-2.1, 0.7, 1.3], [0.4, -0.1, 0.4], [0.3, 0.0, 1.0], [0.7, 0.6, -0.1], [0.6, -0.1, -1.3], [1.8, 0.3, -2.1], [0.3, -0.1, 0.5], [-0.3, -0.3, -0.2], [-0.3, -0.1, 0.3]], "orbital_gap_ev": 7.600, "lumo_energy_ev": 0.30, "spin_multiplicity": 1, "e_homo_ev": -7.3027}



{"formula": "C9H17N11RuS3", "method": "ωB97M-V/def2-TZVPD", "elements": ["H", "S", "N", "N", "N", "H", "N", "C", "N", "H", "C", "H", "H", "Ru", "C", "N", "C", "C", "H", "H", "H", "H", "H", "C", "H", "C", "N", "H", "N", "N", "H", "H", "H", "C", "S", "N", "H", "C", "S", "N", "H"], "coordinates": [[-1.258640, 1.929795, -2.561511], [3.525497, 2.264729, -2.957291], [-2.318466, -1.167806, -0.870631], [-0.092028, -0.000134, 1.646666], [-0.988094, -1.384048, -0.810552], [-0.480497, -2.060489, 1.852596], [-0.890259, 1.752843, -0.502407], [-1.828073, 1.882374, -1.636168], [1.710930, -1.517876, -0.526928], [0.804608, 2.801670, 0.234293], [1.542608, -2.798944, -0.764331], [0.484679, 2.987771, -1.493241], [0.980048, 0.071897, 3.482267], [0.396818, 0.046077, -0.490073], [-0.768616, 1.293889, 1.913714], [3.585733, -2.435126, -1.223738], [-0.957280, -1.111546, 2.090001], [1.164827, -0.062720, 2.410587], [1.632638, -1.032215, 2.250430], [-2.161750, 2.632541, 0.959509], [-1.349993, 1.234810, 2.839848], [-2.433407, 0.917047, 0.602928], [-2.482043, 1.015219, -1.652491], [-0.861344, -2.709879, -0.765083], [0.292616, -4.396480, -0.885627], [2.690866, 0.992366, -2.356850], [-2.920288, -2.306944, -0.878955], [-1.110610, -1.050873, 3.172686], [-2.032394, -3.311063, -0.790812], [2.699702, -3.382971, -1.160230], [1.846073, 0.715480, 2.064376], [-0.532116, 3.841557, -0.303514], [-2.418139, 2.799347, -1.527831], [0.016358, 2.916877, -0.512811], [1.128866, 0.439225, -2.739989], [2.997426, -1.320573, -0.853271], [0.000660, 2.051043, 2.067869], [-1.665387, 1.675877, 0.755249], [3.630755, 0.273028, -1.001689], [0.336751, -3.415008, -0.662421], [-1.919050, -1.070751, 1.585439]], "forces_ev_per_angstrom": [[0.0, 0.0, 0.0], [0.0, 0.0, 0.0], [0.0, 0.0, -0.1], [0.0, 0.0, 0.0], [0.0, 0.0, 0.0], [0.0, 0.0, 0.0], [0.0, 0.0, 0.0], [0.0, 0.0, 0.0], [0.1, 0.0, 0.0], [0.0, 0.0, 0.0], [0.0, 0.0, 0.0], [0.0, 0.0, 0.0], [0.0, 0.0, 0.0], [0.0, 0.0, 0.0], [0.0, 0.0, 0.0], [0.0, 0.1, -0.1], [0.0, 0.0, 0.0], [0.0, 0.0, 0.0], [0.0, 0.0, 0.0], [0.0, 0.0, 0.0], [0.0, 0.0, 0.0], [0.0, 0.0, 0.0], [0.0, 0.0, 0.0], [0.0, 0.0, 0.1], [0.0, 0.0, 0.0], [0.0, 0.0, -0.1], [0.0, 0.0, 0.2], [0.0, 0.0, 0.0], [0.0, 0.0, -0.2], [0.0, 0.0, 0.1], [0.0, 0.0, 0.0], [0.0, 0.0, 0.0], [0.0, 0.0, 0.0], [0.0, 0.0, 0.0], [0.0, 0.0, 0.0], [0.0, 0.0, 0.0], [0.0, 0.0, 0.0], [0.0, 0.0, 0.0], [0.0, 0.0, 0.0], [0.0, 0.0, 0.0], [0.0, 0.0, 0.0]], "orbital_gap_ev": 7.718, "lumo_energy_ev": -0.33, "spin_multiplicity": 1, "e_homo_ev": -8.0518}



{"formula": "C9H17N2O3", "method": "ωB97M-V/def2-TZVPD", "elements": ["C", "O", "H", "H", "H", "C", "N", "H", "H", "H", "H", "H", "C", "C", "H", "H", "C", "H", "O", "H", "H", "H", "N", "C", "C", "O", "C", "H", "C", "H", "H"], "coordinates": [[2.206484, -0.450910, -2.335139], [0.122964, 0.759044, -2.462786], [0.274126, -0.312017, 3.605366], [4.005021, -1.481848, -1.780563], [-3.429197, 0.174486, 0.840335], [-1.156995, 0.862401, -1.817607], [0.249199, -0.664366, -0.828338], [-1.680304, -0.768451, 2.568883], [-2.890297, 1.798827, 0.396407], [1.098235, -0.926698, 2.165792], [0.624919, -1.396165, -0.242265], [2.083189, -0.972378, -3.292298], [-2.740555, 0.976702, 1.089303], [-1.306659, 0.497907, 1.026703], [2.552402, -2.279777, -1.210361], [-1.266879, 1.881616, -1.445334], [-1.126728, -0.182514, -0.703039], [0.518624, 1.930036, 2.881060], [-2.038073, -1.192241, -0.898793], [1.606531, 1.320350, 1.613994], [2.730061, 0.479768, -2.567367], [3.137863, -0.807225, -0.409733], [-0.952601, -0.563477, 1.895541], [0.618029, 1.208603, 2.065639], [0.328904, -0.234139, 2.520516], [-0.367919, 1.508082, 1.084750], [0.848422, -0.120137, -1.853169], [-2.164822, -1.705964, -0.090470], [3.015227, -1.308082, -1.367659], [-1.941996, 0.631989, -2.543165], [-2.957175, 1.336576, 2.093797]], "forces_ev_per_angstrom": [[0.2, 0.0, -0.1], [0.5, 0.1, -0.5], [0.0, -0.1, -0.1], [0.0, 0.0, 0.0], [-0.1, -0.1, 0.0], [-0.9, -0.1, 0.5], [0.1, 0.3, -0.3], [0.1, 0.1, 0.0], [0.0, 0.1, -0.1], [0.1, 0.1, 0.2], [0.1, 0.1, -0.1], [-0.1, 0.1, 0.0], [0.4, -0.1, 0.2], [-0.3, -0.9, -3.7], [0.0, -0.1, 0.0], [0.1, -0.1, 0.0], [-0.5, 1.0, 3.2], [0.1, -0.1, 0.0], [-0.1, -0.1, -0.5], [-0.1, 0.0, 0.1], [-0.1, 0.0, 0.0], [0.0, 0.0, 0.1], [-0.3, 0.0, 0.3], [0.2, 0.0, 0.4], [0.4, -0.1, -0.1], [-0.1, 0.1, 0.0], [0.1, -0.5, 0.5], [0.1, 0.1, 0.1], [-0.1, 0.1, -0.1], [0.2, 0.1, 0.1], [-0.1, 0.1, 0.1]], "orbital_gap_ev": 9.651, "lumo_energy_ev": -2.86, "spin_multiplicity": 1, "e_homo_ev": -12.5087, "total_charge": 1, "smiles": "CCC1=[NH+][C@@](O)([C@@]2(C)NCCO2)CO1"}



So what do the calculations give for ΔE to the lowest compared entry with this formula, charge and spin? Going down the list: 395.6 1047.7 0.0 0.0 kJ/mol.
So what do the calculations give for DFT total energy? Going down the list: -3056.67601 -5414.83330 -2244.87495 -688.12644 a.u..